Entry 1:
Here is a molecular structure, C37H53CoN4O2P2 at a distorted geometry from OMol25. Energies are from the ωB97M-V functional and the def2-TZVPD basis.

Calculated values
HOMO-LUMO gap (alpha / beta) (eV): 5.7 / 5.2
Multiplicity: 4
⟨S²⟩: 3.813
Charge: +1
E_LUMO (alpha / beta) (eV): -3.06 / -4.58

Atoms and positions in Å:
1 C -1.8732 -1.9609 -2.0023
2 C 0.3963 -2.1527 -1.6685
3 C -1.8165 -2.8483 -3.0766
4 C 0.4835 -3.2581 -2.5468
5 C -0.6533 -3.5864 -3.2910
6 H -2.6922 -2.9213 -3.7134
7 H 1.4247 -3.7979 -2.6596
8 H -0.6201 -4.3411 -4.0776
9 N -0.8301 -1.8352 -1.1697
10 P -3.0852 -0.4727 -0.0409
11 P 3.1340 -1.1357 -0.4469
12 C -3.0036 -0.9680 -1.8130
13 H -2.7738 -0.0617 -2.4020
14 H -3.9413 -1.3742 -2.2088
15 C 1.4530 -1.0482 -1.6108
16 H 2.0136 -1.1175 -2.5534
17 C 4.3061 0.0820 -1.2647
18 C 3.4147 -1.6779 1.3480
19 C -3.6856 1.3273 0.0021
20 C -4.3099 -1.7804 0.6000
21 C 4.0124 1.5195 -0.8111
22 H 3.9415 1.6383 0.2762
23 H 4.8405 2.1566 -1.1586
24 H 3.0842 1.9153 -1.2436
25 C 5.7477 -0.3047 -0.8829
26 H 5.9809 -0.0804 0.1644
27 H 5.9456 -1.3676 -1.0762
28 H 6.4278 0.2890 -1.5082
29 C 4.1741 0.0069 -2.8007
30 H 4.9838 0.5952 -3.2509
31 H 4.2740 -1.0210 -3.1680
32 H 3.2356 0.4337 -3.1733
33 C 4.1449 -0.6192 2.1763
34 H 3.6176 0.3457 2.1591
35 H 4.1576 -0.9673 3.2216
36 H 5.1834 -0.4658 1.8665
37 C 2.0800 -1.9099 2.0571
38 H 1.5378 -0.9645 2.1802
39 H 1.4380 -2.6328 1.5471
40 H 2.2717 -2.2998 3.0682
41 C 4.2047 -2.9922 1.2072
42 H 5.2112 -2.8220 0.8051
43 H 4.3025 -3.4733 2.1874
44 H 3.6892 -3.6907 0.5335
45 C -4.6172 -1.4801 2.0736
46 H -5.2411 -2.2956 2.4697
47 H -3.7045 -1.4426 2.6860
48 H -5.1809 -0.5460 2.1993
49 C -3.6376 -3.1624 0.4877
50 H -3.3726 -3.4010 -0.5501
51 H -2.7393 -3.2362 1.1095
52 H -4.3520 -3.9218 0.8373
53 C -5.6144 -1.8423 -0.2121
54 H -6.2686 -2.5873 0.2677
55 H -6.1582 -0.8922 -0.2332
56 H -5.4457 -2.1814 -1.2424
57 C -2.7062 2.1802 -0.8249
58 H -2.7217 1.9254 -1.8927
59 H -2.9734 3.2433 -0.7219
60 H -1.6721 2.0605 -0.4645
61 C -3.6201 1.8047 1.4605
62 H -2.5967 1.7344 1.8527
63 H -3.9316 2.8584 1.5066
64 H -4.2820 1.2305 2.1204
65 C -5.1124 1.4561 -0.5445
66 H -5.2227 0.9984 -1.5382
67 H -5.8548 1.0282 0.1432
68 H -5.3511 2.5265 -0.6452
69 Co -0.9907 -0.4738 0.5014
70 C -1.1087 -1.5414 1.8350
71 O -1.0852 -2.2447 2.7720
72 N 0.2425 0.5299 -0.3067
73 C 0.8375 0.2052 -1.4033
74 C 0.7169 1.1918 -2.5498
75 C 0.5733 2.5469 -2.2225
76 C 0.5374 0.7757 -3.8859
77 C 0.3108 3.4960 -3.2108
78 H 0.6312 2.8241 -1.1656
79 C 0.2998 1.7366 -4.8765
80 H 0.5375 -0.2879 -4.1447
81 C 0.1912 3.0934 -4.5476
82 H 0.2100 4.5436 -2.9278
83 H 0.1936 1.4258 -5.9175
84 H -0.0206 3.8397 -5.3168
85 N 2.9557 3.9378 4.1479
86 C 2.5342 3.0240 3.2248
87 O 3.2316 2.7385 2.2449
88 C 1.2291 2.3437 3.4958
89 C 0.6282 2.2662 4.7609
90 C -0.5213 1.4928 4.9112
91 C -1.0281 0.7845 3.8083
92 N -0.4602 0.8618 2.5964
93 C 0.6222 1.6390 2.4340
94 H 3.7862 4.4634 3.9165
95 H 2.3599 4.3001 4.8761
96 H 1.0641 2.7928 5.6096
97 H -1.0362 1.4066 5.8652
98 H -1.9167 0.1588 3.9275
99 H 1.0239 1.7110 1.4229

---

Entry 2:
Here is 7 unconnected molecules or ions with the total composition C37H54BClN8OP at a distorted geometry from OMol25. Energies are from the ωB97M-V functional and the def2-TZVPD basis.

Calculated values
HOMO-LUMO gap (eV): 5.0
Charge: +1
E_LUMO (eV): -4.49

Atoms and positions in Å:
1 C 6.6601 -5.5808 -0.4260
2 C 5.1787 -5.6233 0.0864
3 B 4.3434 -4.9742 -1.0414
4 O 3.9899 -5.6962 -2.1511
5 C 3.7516 -3.4612 -1.0202
6 N 2.6098 -3.3499 -1.6603
7 N 2.0195 -2.1710 -1.6548
8 C 2.4608 -1.0244 -1.1278
9 P 1.5254 0.4900 -1.4666
10 C 0.0581 -0.1383 -2.3670
11 C 0.8389 1.0356 0.1443
12 C 3.7094 -1.0625 -0.4535
13 C 4.3083 0.1797 0.1178
14 C 5.6387 0.6294 -0.5471
15 C 5.7699 2.1517 -0.6308
16 C 5.8520 2.7875 0.7702
17 C 4.6810 2.7853 -1.4875
18 C 4.3113 -2.3101 -0.4042
19 Cl 5.7981 -2.4591 0.4233
20 H 6.9486 -6.5411 -0.8379
21 H 6.7971 -4.8562 -1.2354
22 H 7.3406 -5.2787 0.3614
23 H 5.1309 -5.1220 1.0475
24 H 4.9115 -6.6688 0.2098
25 H 4.5349 -5.5926 -2.9359
26 H 1.1246 -2.1590 -2.1265
27 H -0.5359 -0.7972 -1.7309
28 H -0.5058 0.7291 -2.6882
29 H 0.3903 -0.7025 -3.2375
30 H 0.3836 0.1995 0.6720
31 H 0.0596 1.7586 -0.0858
32 H 1.5914 1.5222 0.7525
33 H 3.6052 0.9975 0.0335
34 H 4.4703 0.0344 1.1871
35 H 5.7382 0.1637 -1.5286
36 H 6.4626 0.2540 0.0563
37 H 6.7192 2.3379 -1.1342
38 H 6.1350 2.0539 1.5229
39 H 6.5953 3.5784 0.7871
40 H 4.8893 3.2170 1.0436
41 H 4.8582 3.8472 -1.6337
42 H 4.6666 2.3072 -2.4674
43 H 3.6872 2.6624 -1.0608
44 N -2.6999 0.5104 1.3055
45 C -2.7708 -0.8258 1.6031
46 C -2.7864 -0.9531 2.9661
47 C -2.7297 0.3567 3.5145
48 C -2.6731 1.2373 2.4650
49 H -2.6795 0.8964 0.3801
50 H -2.8098 -1.5666 0.8211
51 H -2.8407 -1.8799 3.5120
52 H -2.7269 0.6149 4.5601
53 H -2.6183 2.3134 2.4398
54 N -5.9522 -2.4216 1.0226
55 C -5.3912 -3.6633 0.8839
56 C -6.4028 -4.5533 0.6403
57 C -7.6227 -3.8218 0.6355
58 C -7.3096 -2.5121 0.8745
59 H -5.4433 -1.5759 1.2073
60 H -4.3278 -3.8070 0.9706
61 H -6.2844 -5.6125 0.4864
62 H -8.6128 -4.2142 0.4785
63 H -7.9336 -1.6368 0.9480
64 N -7.3988 0.1865 3.3396
65 C -8.5937 -0.0265 3.9709
66 C -9.0170 1.1716 4.4790
67 C -8.0389 2.1466 4.1409
68 C -7.0534 1.5079 3.4385
69 H -6.8564 -0.5205 2.8807
70 H -9.0367 -1.0070 4.0036
71 H -9.9259 1.3332 5.0330
72 H -8.0585 3.1946 4.3882
73 H -6.1398 1.8767 3.0035
74 N 1.8398 -2.8456 -5.1763
75 C 1.7119 -1.6409 -5.8296
76 C 1.2418 -1.8994 -7.0866
77 C 1.0691 -3.3060 -7.1978
78 C 1.4472 -3.8622 -6.0082
79 H 2.1831 -2.9759 -4.2442
80 H 1.9757 -0.7118 -5.3514
81 H 1.0455 -1.1630 -7.8473
82 H 0.7142 -3.8462 -8.0586
83 H 1.4747 -4.8879 -5.6832
84 N -3.5759 3.1211 5.4761
85 C -2.8008 2.8535 6.5734
86 C -3.2793 3.6003 7.6153
87 C -4.3863 4.3475 7.1282
88 C -4.5443 4.0298 5.8068
89 H -3.4530 2.7150 4.5682
90 H -1.9804 2.1579 6.5202
91 H -2.8829 3.6100 8.6164
92 H -4.9974 5.0359 7.6867
93 H -5.2618 4.3670 5.0789
94 N 2.9146 6.4739 -4.6231
95 C 2.6583 6.0942 -3.3358
96 C 2.2675 4.7817 -3.3595
97 C 2.2903 4.3555 -4.7161
98 C 2.6941 5.4244 -5.4701
99 H 3.2156 7.3885 -4.9053
100 H 2.7747 6.7849 -2.5186
101 H 1.9950 4.1913 -2.4999
102 H 2.0383 3.3791 -5.0951
103 H 2.8417 5.5262 -6.5311

---

Entry 3:
Here is a molecular structure, C37H56As3NOPbS at a distorted geometry from OMol25. Energies are from the ωB97M-V functional and the def2-TZVPD basis.

Calculated values
HOMO-LUMO gap (alpha / beta) (eV): 3.5 / 3.5
Charge: +2
E_LUMO (alpha / beta) (eV): -8.56 / -8.56

Atoms and positions in Å:
1 Pb 0.4185 0.1767 -0.5507
2 C -1.3060 1.0884 2.8875
3 As 0.1983 -0.0217 2.3301
4 C -0.2899 -1.6624 3.2765
5 C 1.5091 0.8098 3.5707
6 C 3.0144 0.5291 3.4470
7 C 3.7108 1.0682 4.7045
8 C 3.6443 1.3058 2.2712
9 As 3.1496 0.8907 0.4078
10 C 4.2714 -0.6716 0.0002
11 C 4.2753 2.2683 -0.4066
12 C 3.3106 -0.9634 3.2474
13 As 2.9417 -2.4047 4.6084
14 C 4.7988 -2.7395 5.1335
15 C 2.3266 -1.5968 6.2974
16 H -1.4569 1.0108 3.9637
17 H -2.2062 0.7651 2.3662
18 H -1.1024 2.1229 2.6170
19 H -0.3546 -1.4775 4.3482
20 H 0.4258 -2.4600 3.0877
21 H -1.2685 -1.9698 2.9101
22 H 1.1683 0.5230 4.5676
23 H 1.3477 1.8877 3.4753
24 H 3.6266 2.1558 4.7468
25 H 4.7722 0.8155 4.6936
26 H 3.2661 0.6710 5.6135
27 H 4.7312 1.1998 2.3257
28 H 3.4199 2.3709 2.3860
29 H 5.1845 -0.6465 0.5924
30 H 4.5408 -0.6419 -1.0560
31 H 3.7437 -1.6029 0.1997
32 H 5.3136 2.1462 -0.0997
33 H 3.9249 3.2503 -0.0923
34 H 4.2219 2.2155 -1.4935
35 H 4.3790 -1.0835 3.0465
36 H 2.7741 -1.2940 2.3494
37 H 5.3562 -3.1622 4.2991
38 H 4.8317 -3.4495 5.9579
39 H 5.2729 -1.8091 5.4498
40 H 1.4660 -0.9454 6.1590
41 H 3.1316 -1.0560 6.7923
42 H 2.0234 -2.4195 6.9438
43 C -5.6005 -2.9286 -1.1798
44 C -4.8717 -3.0289 0.1589
45 C -3.3818 -3.3133 -0.0155
46 S -2.5740 -1.9220 -0.8977
47 O -1.5343 -1.3965 0.0777
48 C -1.6560 -2.8613 -2.1912
49 C -0.3447 -3.4870 -1.7354
50 C -0.5011 -4.8148 -1.0000
51 H -6.6666 -2.7775 -1.0208
52 H -5.4821 -3.8472 -1.7573
53 H -5.2248 -2.0921 -1.7715
54 H -5.3035 -3.8436 0.7419
55 H -5.0064 -2.1066 0.7292
56 H -3.2405 -4.2244 -0.5939
57 H -2.8622 -3.3886 0.9393
58 H -1.4747 -2.1261 -2.9767
59 H -2.3559 -3.6055 -2.5739
60 H 0.1812 -2.7783 -1.0918
61 H 0.2722 -3.6371 -2.6252
62 H -0.9745 -4.6812 -0.0286
63 H 0.4754 -5.2657 -0.8304
64 H -1.0949 -5.5126 -1.5919
65 C 2.2404 -1.6854 -5.7923
66 C 0.9482 -1.3706 -6.2059
67 C 0.1145 -0.6401 -5.3918
68 C 0.5554 -0.2100 -4.1135
69 C 1.8748 -0.5364 -3.7156
70 C 2.6982 -1.2592 -4.5466
71 N -0.2901 0.3828 -3.2308
72 C -1.2432 1.2229 -3.6154
73 C -2.3775 1.4119 -2.7650
74 C -3.3578 2.3072 -3.1177
75 C -3.2542 3.0314 -4.3029
76 C -2.1510 2.8649 -5.1571
77 C -1.1570 1.9904 -4.8242
78 H 2.8896 -2.2599 -6.4385
79 H 0.5898 -1.7178 -7.1651
80 H -0.9112 -0.4534 -5.6836
81 H 2.2423 -0.1521 -2.7743
82 H 3.7052 -1.4992 -4.2341
83 H -2.4878 0.7757 -1.9009
84 H -4.2239 2.4336 -2.4833
85 H -4.0332 3.7342 -4.5688
86 H -2.0808 3.4374 -6.0716
87 H -0.2617 1.9183 -5.4269
88 C -0.6967 2.1029 -0.3236
89 C -1.4534 3.0584 -0.2936
90 C -2.3373 4.1722 -0.2305
91 C -3.2105 4.3205 0.8537
92 C -4.0972 5.3801 0.8916
93 C -4.1316 6.2988 -0.1516
94 C -3.2640 6.1650 -1.2276
95 C -2.3638 5.1147 -1.2677
96 H -3.1882 3.5952 1.6565
97 H -4.7682 5.4973 1.7314
98 H -4.8364 7.1183 -0.1231
99 H -3.2905 6.8880 -2.0321
100 H -1.6769 5.0072 -2.0974

---

Entry 4:
Here is 7 unconnected molecules or ions with the total composition C37H58B2N10O2S at a distorted geometry from OMol25. Energies are from the ωB97M-V functional and the def2-TZVPD basis.

Calculated values
HOMO-LUMO gap (eV): 8.1
Charge: 0
E_LUMO (eV): 0.09
Structure (SMILES): CCNB(CCCCCCCSc1nnco1)B(O)N(C)C.c1cc[nH]c1.c1cc[nH]c1.c1cc[nH]c1.c1cc[nH]c1.c1cc[nH]c1.c1cc[nH]c1

Atoms and positions in Å:
1 C 4.3062 -3.5012 0.6047
2 C 2.8167 -3.8902 0.5735
3 N 2.1290 -3.4510 -0.6716
4 B 1.3513 -2.2378 -0.4469
5 C 0.0322 -2.3593 0.4127
6 C -0.4574 -3.7788 0.7447
7 C -1.9642 -4.0081 0.6456
8 C -2.8383 -3.2965 1.7007
9 C -3.6229 -2.0543 1.2390
10 C -3.7922 -0.9445 2.2951
11 C -2.6400 0.0642 2.4549
12 S -1.7852 -0.2320 4.0335
13 C -0.9030 1.2661 4.1138
14 N -1.3359 2.4316 4.5459
15 N -0.2996 3.3434 4.3872
16 C 0.6984 2.6128 3.8627
17 O 0.4041 1.3327 3.6737
18 B 1.8788 -0.7268 -1.0619
19 O 2.6320 0.1281 -0.2790
20 N 1.5883 -0.2804 -2.4323
21 C 0.4007 0.5803 -2.3981
22 C 2.7109 0.3722 -3.1324
23 H 4.5335 -2.7674 -0.1747
24 H 4.9543 -4.3648 0.4404
25 H 4.5948 -3.0552 1.5599
26 H 2.3016 -3.4674 1.4424
27 H 2.7223 -4.9780 0.6831
28 H 2.8330 -3.2964 -1.3828
29 H -0.7285 -1.8036 -0.1650
30 H 0.1534 -1.7753 1.3378
31 H -0.1613 -4.0252 1.7746
32 H 0.0525 -4.4884 0.0876
33 H -2.1384 -5.0834 0.7295
34 H -2.3100 -3.7189 -0.3580
35 H -3.5816 -4.0249 2.0410
36 H -2.2381 -3.0564 2.5890
37 H -4.6367 -2.3778 0.9743
38 H -3.1987 -1.6455 0.3131
39 H -3.9867 -1.4290 3.2590
40 H -4.6903 -0.3678 2.0598
41 H -1.9187 -0.0100 1.6357
42 H -3.0217 1.0871 2.4897
43 H 1.6878 2.9509 3.5797
44 H 2.7554 -0.2187 0.6077
45 H -0.3651 0.1281 -1.7543
46 H 0.6186 1.5830 -2.0048
47 H -0.0326 0.6831 -3.3988
48 H 3.0842 -0.2711 -3.9340
49 H 3.5435 0.5828 -2.4505
50 H 2.3968 1.3190 -3.5758
51 C 6.6734 -0.1734 -5.6503
52 C 7.1491 1.0490 -6.1998
53 C 6.8084 2.0490 -5.3286
54 N 6.1474 1.4779 -4.2748
55 C 6.0601 0.1265 -4.4635
56 H 6.7646 -1.1558 -6.0815
57 H 7.6755 1.1785 -7.1301
58 H 6.9786 3.1107 -5.3702
59 H 5.7737 1.9755 -3.4885
60 H 5.5651 -0.5039 -3.7460
61 C 0.5835 -8.9950 -1.2483
62 C 1.7252 -9.0541 -0.4031
63 C 2.2397 -7.7865 -0.3267
64 N 1.4548 -6.9683 -1.0899
65 C 0.4453 -7.6940 -1.6557
66 H -0.0605 -9.8126 -1.5245
67 H 2.1212 -9.9252 0.0907
68 H 3.0930 -7.4031 0.2059
69 H 1.5956 -5.9791 -1.2130
70 H -0.2835 -7.2274 -2.2955
71 C -2.6207 4.8960 9.4538
72 C -2.0650 3.9798 8.5180
73 C -2.1064 4.5749 7.2851
74 N -2.6637 5.8132 7.4437
75 C -2.9814 6.0192 8.7582
76 H -2.7440 4.7444 10.5132
77 H -1.6830 2.9946 8.7261
78 H -1.7921 4.2244 6.3186
79 H -2.8205 6.4692 6.7021
80 H -3.4373 6.9382 9.0832
81 C 2.9318 -0.0534 -7.1392
82 C 3.3459 1.2379 -6.7122
83 C 2.3698 2.1237 -7.0860
84 N 1.3839 1.4172 -7.7206
85 C 1.7187 0.0934 -7.7583
86 H 3.4655 -0.9789 -7.0027
87 H 4.2575 1.4812 -6.1899
88 H 2.2926 3.1888 -6.9515
89 H 0.5405 1.8041 -8.1017
90 H 1.0607 -0.6251 -8.2156
91 C -7.0491 8.8645 11.3986
92 C -6.5861 9.4435 10.1851
93 C -5.2516 9.1564 10.0803
94 N -4.8928 8.4279 11.1809
95 C -5.9801 8.2456 11.9894
96 H -8.0513 8.8982 11.7906
97 H -7.1666 10.0046 9.4726
98 H -4.5324 9.4080 9.3199
99 H -3.9707 8.0808 11.3684
100 H -5.9034 7.6928 12.9094
101 C -3.2045 -0.7505 -8.5749
102 C -2.6049 -0.0061 -9.6284
103 C -1.4842 -0.6875 -10.0232
104 N -1.3866 -1.8121 -9.2503
105 C -2.4282 -1.8584 -8.3651
106 H -4.1025 -0.5009 -8.0359
107 H -2.9588 0.9197 -10.0497
108 H -0.7548 -0.4696 -10.7843
109 H -0.6586 -2.4983 -9.3192
110 H -2.5289 -2.6697 -7.6656

---

> Among the records above, which one has the highest charge?

C37H56As3NOPbS